No. 1
The following is a DFT calculation (wB97M-V/def2-TZVPD) of a molecular structure, C36H41AlAsNO5P2SSi.

Geometry as ORCA input:
```
! RIJCOSX wB97M-V def2-TZVPD def2/J DEFGRID3
* xyz 0 1
Al 1.532 -0.968 0.594
O 1.571 -4.322 5.453
C 1.687 -3.577 4.527
C 1.051 -2.182 4.399
O 0.547 -1.537 5.284
C 1.221 -1.853 2.984
C 1.959 -2.810 2.313
O 2.154 -2.625 1.026
C 2.422 -3.872 3.207
O 3.205 -4.764 3.010
O 0.771 -0.843 2.283
C -1.053 0.619 -2.293
N -1.464 0.550 -0.862
P -0.619 1.895 -0.045
C -1.456 3.349 -0.812
C -2.734 3.312 -1.370
C -3.320 4.469 -1.866
C -2.633 5.676 -1.820
C -1.361 5.722 -1.270
C -0.777 4.565 -0.770
C -1.344 2.007 1.633
C -2.685 2.288 1.899
C -3.129 2.400 3.205
C -2.236 2.243 4.263
C -0.896 2.000 4.009
C -0.452 1.894 2.697
P -1.031 -0.988 -0.137
C -2.263 -1.182 1.190
C -1.988 -2.087 2.212
C -2.935 -2.345 3.193
C -4.172 -1.717 3.141
C -4.459 -0.836 2.106
C -3.507 -0.564 1.136
C -1.713 -2.214 -1.308
C -2.946 -2.033 -1.933
C -3.466 -3.028 -2.742
C -2.768 -4.219 -2.924
C -1.548 -4.409 -2.295
C -1.019 -3.407 -1.490
H -1.389 1.560 -2.720
H -1.503 -0.192 -2.857
H 0.030 0.555 -2.417
H -3.269 2.370 -1.421
H -4.320 4.428 -2.283
H -3.089 6.577 -2.213
H -0.819 6.659 -1.230
H 0.215 4.609 -0.330
H -3.385 2.434 1.085
H -4.174 2.610 3.402
H -2.589 2.322 5.285
H -0.200 1.872 4.828
H 0.595 1.701 2.498
H -1.034 -2.598 2.244
H -2.699 -3.024 4.003
H -4.912 -1.917 3.906
H -5.429 -0.351 2.059
H -3.725 0.137 0.338
H -3.498 -1.111 -1.785
H -4.425 -2.882 -3.227
H -3.182 -4.999 -3.550
H -1.004 -5.337 -2.429
H -0.063 -3.553 -0.998
C 4.634 0.400 -0.560
Si 3.375 0.631 0.843
C 3.152 2.506 0.942
C 4.260 0.110 2.429
H 5.597 0.874 -0.342
H 4.239 0.845 -1.479
H 4.801 -0.668 -0.733
H 4.120 3.003 0.818
H 2.734 2.814 1.908
H 2.478 2.872 0.161
H 5.112 0.756 2.663
H 4.621 -0.922 2.345
H 3.568 0.142 3.280
C 2.132 -1.673 -5.062
As 2.854 -0.881 -3.460
C 2.603 1.013 -3.746
C 4.742 -1.229 -3.636
S 1.813 -1.758 -1.861
H 2.508 -1.144 -5.937
H 1.047 -1.614 -5.021
H 2.429 -2.718 -5.101
H 3.384 1.361 -4.421
H 2.649 1.557 -2.806
H 1.627 1.154 -4.203
H 4.996 -1.112 -4.689
H 4.931 -2.253 -3.320
H 5.322 -0.545 -3.025
*
```

The HOMO energy comes out at -0.2739 Ha. As for the HOMO-LUMO gap: 7.43 eV. The calculation puts the energy above the lowest of the compared OMol25 structures with the same formula, charge and spin at 53.0 kJ/mol. For the largest force on an atom, the calculation gives 0.013 Eh/bohr. For the total energy, the calculation gives -5676.08638 Ha.


No. 2
The following is a DFT calculation (wB97M-V/def2-TZVPD) of 8 unconnected molecules or ions with the total composition C24H68N4O10 at a distorted geometry.

Geometry as ORCA input:
```
! RIJCOSX wB97M-V def2-TZVPD def2/J DEFGRID3
* xyz 0 1
C 3.123 -22.136 10.010
O 3.807 -20.941 10.386
C 4.327 -20.989 11.701
C 5.297 -19.743 11.881
N 5.949 -19.313 10.634
C 6.496 -17.907 10.767
C 7.033 -17.428 9.401
O 6.029 -17.393 8.377
C 6.413 -16.611 7.192
H 2.240 -22.329 10.620
H 3.803 -22.986 10.080
H 2.902 -22.087 8.944
H 4.942 -21.865 11.903
H 3.530 -20.969 12.445
H 5.965 -19.820 12.739
H 4.672 -18.885 12.128
H 6.586 -20.042 10.346
H 7.236 -17.662 11.528
H 5.582 -17.318 10.845
H 7.939 -17.863 8.979
H 7.219 -16.379 9.632
H 5.578 -16.668 6.495
H 7.408 -16.833 6.805
H 6.423 -15.577 7.538
C 3.457 -20.959 15.083
O 4.104 -22.068 14.417
C 5.066 -22.782 15.245
C 5.896 -21.919 16.084
N 6.647 -20.890 15.385
C 7.436 -19.923 16.201
C 7.956 -18.822 15.227
O 6.922 -18.130 14.527
C 6.086 -17.364 15.340
H 3.185 -21.299 16.083
H 2.589 -20.510 14.600
H 4.194 -20.160 15.166
H 5.505 -23.375 14.443
H 4.442 -23.435 15.856
H 6.604 -22.515 16.660
H 5.345 -21.456 16.903
H 6.174 -20.336 14.685
H 8.220 -20.480 16.716
H 6.754 -19.455 16.911
H 8.538 -19.403 14.512
H 8.775 -18.254 15.667
H 5.378 -17.998 15.873
H 5.579 -16.799 14.558
H 6.596 -16.618 15.950
C 1.880 -17.465 15.280
O 2.663 -17.970 14.105
H 1.394 -16.580 14.868
H 1.184 -18.230 15.624
H 2.503 -17.202 16.135
H 3.262 -17.300 13.770
C 4.739 -14.877 12.123
O 4.107 -16.117 12.576
H 4.009 -14.093 11.923
H 5.419 -14.470 12.872
H 5.331 -15.119 11.240
H 3.363 -16.288 11.993
C 1.089 -14.479 10.471
O 1.927 -15.426 11.015
H 0.386 -14.918 9.763
H 0.460 -14.003 11.223
H 1.672 -13.686 10.001
H 2.342 -15.771 10.221
C 4.744 -13.185 8.526
O 3.398 -13.041 8.258
H 4.967 -13.562 9.524
H 5.198 -13.865 7.805
H 5.363 -12.302 8.365
H 3.095 -13.889 7.926
C 4.534 -12.255 14.820
C 3.326 -13.185 15.268
C 2.154 -13.011 14.408
O 1.610 -11.733 14.542
C 0.388 -11.638 13.773
N 3.767 -14.560 15.198
H 5.399 -12.482 15.443
H 4.423 -11.189 15.019
H 4.714 -12.403 13.755
H 3.053 -12.939 16.294
H 1.416 -13.722 14.777
H 2.282 -13.182 13.339
H -0.349 -12.172 14.372
H 0.551 -12.093 12.796
H 0.185 -10.588 13.561
H 4.010 -14.814 14.251
H 4.540 -14.606 15.846
C -0.155 -18.577 11.599
C 0.892 -19.272 10.701
C 0.393 -19.295 9.146
O 1.414 -20.087 8.518
C 1.109 -20.242 7.098
N 2.096 -18.567 10.980
H -1.152 -19.004 11.486
H -0.308 -17.504 11.486
H 0.046 -18.769 12.653
H 1.062 -20.257 11.135
H 0.334 -18.261 8.805
H -0.533 -19.866 9.079
H 1.204 -19.347 6.483
H 0.259 -20.909 6.952
H 1.830 -20.961 6.709
H 1.946 -17.580 10.823
H 2.385 -18.642 11.944
*
```

As for the SMILES: COC[C@H](C)N.COC[C@H](C)N.COCCNCCOC.COCCNCCOC.CO.CO.CO.CO. The HOMO energy comes out at -0.2890 Ha. As for the HOMO-LUMO gap: 8.22 eV. The calculation puts the energy above the lowest of the compared OMol25 structures with the same formula, charge and spin at 1021.1 kJ/mol. For the largest force on an atom, the calculation gives 0.083 Eh/bohr. For the total energy, the calculation gives -1926.29532 Ha.


No. 3
The following is a DFT calculation (wB97M-V/def2-TZVPD) of 6 unconnected molecules or ions with the total composition C6H23ClO9 at a distorted geometry.

Geometry as ORCA input:
```
! RIJCOSX wB97M-V def2-TZVPD def2/J DEFGRID3
* xyz 0 1
O -3.367 -5.367 -1.749
H -4.153 -5.440 -1.204
H -3.493 -4.806 -2.518
H -3.041 -6.218 -2.050
Cl -1.203 -1.112 0.133
O 0.119 -1.007 0.740
O -1.917 -2.133 0.871
O -1.921 0.126 0.128
O -1.083 -1.604 -1.219
C -0.534 3.083 -3.453
C 0.330 3.982 -2.542
C -0.501 5.231 -1.979
O 0.792 3.162 -1.476
H -1.469 2.866 -2.936
H 0.006 2.186 -3.756
H -0.882 3.637 -4.325
H 1.160 4.335 -3.155
H 0.182 5.780 -1.331
H -1.292 4.867 -1.323
H -0.914 5.840 -2.784
H 0.079 2.626 -1.122
C 3.957 -0.841 -2.763
O 3.676 -2.011 -1.962
H 4.516 -0.145 -2.138
H 4.657 -1.203 -3.515
H 3.186 -0.316 -3.326
H 3.071 -1.676 -1.296
C 0.154 3.105 3.539
O 0.156 1.940 4.315
H 0.264 4.001 4.150
H 0.973 2.995 2.829
H -0.761 3.264 2.968
H 0.177 1.184 3.724
C -0.399 -4.803 5.159
O 0.256 -5.712 4.296
H -0.545 -5.244 6.145
H 0.174 -3.900 5.370
H -1.394 -4.517 4.815
H 0.982 -6.160 4.737
*
```

The HOMO energy comes out at -0.3068 Ha. As for the HOMO-LUMO gap: 5.28 eV. The calculation puts the energy above the lowest of the compared OMol25 structures with the same formula, charge and spin at 420.6 kJ/mol. For the largest force on an atom, the calculation gives 0.041 Eh/bohr. For the total energy, the calculation gives -1379.25145 Ha.